# 1
Here is a 12-piece molecular cluster, C44H96O36S4 overall in a non-equilibrium geometry from the OMol25 dataset. Energies are from the ωB97M-V functional and the def2-TZVPD basis.

```
! RIJCOSX wB97M-V def2-TZVPD def2/J DEFGRID3
* xyz 0 1
C -20.860 4.910 -23.442
C -20.940 3.658 -22.609
O -22.298 3.438 -22.008
S -23.063 2.175 -22.648
C -24.592 2.186 -21.726
O -23.333 2.391 -24.059
O -22.294 1.088 -22.155
H -20.950 5.809 -22.832
H -21.689 4.840 -24.200
H -19.848 4.945 -23.966
H -20.684 2.776 -23.205
H -20.304 3.679 -21.702
H -24.540 2.469 -20.653
H -25.139 1.232 -21.738
H -25.096 3.015 -22.244
C -17.924 5.147 -20.470
C -17.986 4.068 -19.408
O -18.264 4.634 -18.083
S -18.203 3.886 -16.717
C -16.754 4.453 -15.961
O -19.344 4.355 -15.927
O -18.023 2.462 -17.004
H -17.910 4.639 -21.404
H -16.979 5.622 -20.201
H -18.756 5.797 -20.533
H -18.714 3.356 -19.587
H -16.948 3.683 -19.369
H -15.836 4.221 -16.552
H -16.668 3.997 -14.977
H -16.788 5.526 -15.997
C -8.746 2.563 -23.776
C -10.109 2.986 -23.502
O -10.364 2.626 -22.072
S -11.800 2.887 -21.492
C -12.836 2.050 -22.572
O -11.856 2.138 -20.259
O -12.147 4.252 -21.526
H -8.583 2.858 -24.807
H -8.562 1.493 -23.628
H -8.058 3.154 -23.144
H -10.366 4.018 -23.552
H -10.828 2.426 -24.132
H -13.889 2.196 -22.235
H -12.500 1.043 -22.598
H -12.823 2.364 -23.579
C -21.053 0.862 -16.224
C -19.948 0.139 -15.555
O -19.179 -0.529 -16.581
S -17.981 -1.347 -16.110
C -16.710 -0.093 -15.900
O -18.246 -1.921 -14.754
O -17.628 -2.168 -17.252
H -21.576 1.423 -15.468
H -21.823 0.291 -16.789
H -20.480 1.523 -16.921
H -19.237 0.857 -15.150
H -20.191 -0.559 -14.731
H -15.776 -0.667 -15.826
H -16.806 0.517 -14.985
H -16.704 0.473 -16.842
C -17.733 -3.478 -20.785
C -18.712 -3.351 -21.936
O -18.771 -4.514 -22.744
C -17.627 -4.857 -23.385
O -16.669 -4.132 -23.484
O -17.829 -6.088 -23.810
C -16.828 -6.640 -24.671
H -18.175 -2.794 -20.076
H -16.747 -3.128 -21.143
H -17.630 -4.412 -20.322
H -18.462 -2.506 -22.592
H -19.748 -3.255 -21.601
H -16.606 -5.893 -25.523
H -17.229 -7.578 -25.042
H -15.949 -6.851 -24.128
C -23.227 -2.434 -17.759
C -22.164 -2.924 -16.775
O -22.411 -2.321 -15.488
C -21.838 -2.714 -14.399
O -22.199 -2.306 -13.325
O -20.845 -3.552 -14.655
C -20.112 -3.995 -13.393
H -24.177 -2.565 -17.315
H -23.169 -3.001 -18.687
H -23.163 -1.384 -18.115
H -21.197 -2.622 -17.216
H -22.281 -3.961 -16.680
H -19.401 -4.804 -13.733
H -20.858 -4.373 -12.722
H -19.606 -3.188 -12.963
C -18.046 5.290 -27.835
C -17.153 4.407 -26.965
O -17.009 5.124 -25.730
C -15.964 4.886 -24.974
O -15.149 4.008 -25.241
O -15.862 5.792 -24.016
C -14.813 5.564 -23.015
H -19.044 5.438 -27.406
H -18.151 4.758 -28.848
H -17.584 6.251 -27.939
H -16.113 4.256 -27.339
H -17.673 3.396 -26.799
H -14.602 6.540 -22.666
H -13.905 5.095 -23.322
H -15.221 5.103 -22.136
C -14.230 -1.406 -21.584
C -14.441 -0.721 -20.217
O -14.776 0.701 -20.484
C -14.601 1.721 -19.675
O -14.909 2.803 -20.014
O -14.055 1.541 -18.425
C -13.530 2.766 -17.827
H -15.086 -1.311 -22.194
H -14.243 -2.469 -21.302
H -13.341 -1.169 -22.183
H -13.559 -0.746 -19.522
H -15.357 -1.101 -19.712
H -13.839 3.637 -18.372
H -12.416 2.750 -17.953
H -13.901 2.797 -16.819
C -22.289 4.191 -18.479
C -23.000 5.544 -18.504
O -22.870 6.099 -19.888
C -23.785 5.648 -20.724
O -24.734 4.899 -20.486
O -23.520 6.210 -21.916
C -24.422 6.254 -22.983
H -22.728 3.360 -18.985
H -21.980 3.867 -17.506
H -21.416 4.380 -19.033
H -22.431 6.225 -17.825
H -24.025 5.519 -18.171
H -24.204 7.122 -23.547
H -25.524 6.244 -22.623
H -24.300 5.363 -23.594
C -20.297 -0.790 -23.956
C -19.864 -1.016 -25.321
O -19.749 0.242 -26.056
C -19.121 0.146 -27.232
O -19.014 -0.909 -27.814
O -18.757 1.328 -27.605
C -18.038 1.407 -28.843
H -19.734 -0.075 -23.352
H -20.395 -1.733 -23.491
H -21.310 -0.415 -23.980
H -20.568 -1.667 -25.798
H -18.893 -1.470 -25.290
H -18.051 2.474 -29.150
H -18.571 0.733 -29.523
H -17.011 0.980 -28.728
C -15.165 -1.167 -25.526
C -13.866 -1.195 -26.332
O -13.747 -0.126 -27.285
C -13.257 1.009 -26.882
O -12.887 1.233 -25.756
O -13.154 1.774 -27.986
C -12.651 3.108 -27.886
H -15.312 -2.136 -25.059
H -16.077 -0.893 -26.111
H -15.015 -0.415 -24.687
H -13.954 -2.037 -26.998
H -12.906 -1.282 -25.767
H -12.971 3.645 -28.732
H -11.568 3.040 -27.796
H -12.926 3.578 -26.943
C -20.247 -0.283 -20.035
C -18.738 -0.008 -19.820
O -18.079 -0.147 -21.114
C -17.958 0.927 -21.886
O -18.504 2.003 -21.745
O -17.003 0.596 -22.863
C -16.653 1.827 -23.564
H -20.766 -0.500 -19.077
H -20.308 -1.139 -20.679
H -20.759 0.544 -20.467
H -18.162 -0.734 -19.213
H -18.505 0.992 -19.391
H -16.680 2.649 -22.789
H -17.304 1.885 -24.488
H -15.656 1.706 -23.860
*
```

Summary:
ΔE to the lowest compared entry with this formula, charge and spin: 167.6 kJ/mol
HOMO energy: -10.36 eV
E_LUMO: 0.01251 Eh
frontier orbital gap: 10.70 eV

# 2
Here is a 10-piece molecular cluster, C44H97IO11S overall in a non-equilibrium geometry from the OMol25 dataset. Energies are from the ωB97M-V functional and the def2-TZVPD basis.

```
! RIJCOSX wB97M-V def2-TZVPD def2/J DEFGRID3
* xyz 0 1
C 1.205 -3.389 -1.645
C 2.321 -2.572 -2.453
C 1.879 -1.068 -2.876
C 1.513 -0.111 -1.645
O 0.251 -0.380 -0.987
C -0.839 -0.533 -1.875
O -1.162 0.225 -2.815
C -1.818 -1.796 -1.600
C -2.142 -1.941 -0.028
C -3.382 -0.933 0.288
S -5.013 -1.867 0.337
C 2.643 -0.411 -0.512
C 4.163 -0.271 -0.746
C 5.275 -0.568 0.284
C 4.826 -1.094 1.692
C 3.297 -1.252 2.001
C 2.211 -0.916 0.914
C 1.701 1.484 -1.970
I 1.514 1.998 -4.078
C 0.656 2.412 -1.163
C 1.113 2.684 0.381
H 0.426 -3.742 -2.397
H 1.724 -4.349 -1.257
H 0.788 -2.868 -0.723
H 3.369 -2.602 -1.967
H 2.459 -3.129 -3.460
H 1.104 -1.106 -3.713
H 2.832 -0.617 -3.358
H -2.822 -1.531 -2.108
H -1.459 -2.753 -2.103
H -1.278 -1.604 0.638
H -2.511 -2.990 0.219
H -3.260 -0.433 1.307
H -3.495 -0.102 -0.484
H -5.214 -2.264 -0.982
H 4.501 0.095 -1.778
H 6.391 -0.427 0.078
H 5.576 -1.351 2.512
H 2.956 -1.650 3.016
H 1.134 -1.098 1.225
H 2.749 1.844 -1.641
H -0.431 2.088 -1.259
H 0.720 3.452 -1.668
H 1.837 1.884 0.751
H 1.673 3.694 0.444
H 0.168 2.802 1.008
C 1.187 7.025 -0.456
C 0.313 6.711 0.748
C -0.658 7.845 1.039
O 1.139 6.491 1.889
H 1.789 7.922 -0.278
H 1.887 6.207 -0.645
H 0.583 7.183 -1.353
H -0.244 5.788 0.567
H -0.120 8.771 1.268
H -1.272 7.611 1.913
H -1.318 8.028 0.187
H 1.637 7.303 2.058
C -4.361 2.855 -2.768
C -5.234 2.553 -1.560
C -6.196 3.694 -1.273
O -4.405 2.333 -0.420
H -3.753 3.749 -2.596
H -3.666 2.031 -2.956
H -4.968 3.012 -3.664
H -5.797 1.632 -1.735
H -5.653 4.617 -1.050
H -6.809 3.469 -0.396
H -6.857 3.877 -2.124
H -3.902 3.142 -0.257
C 1.197 -9.431 -0.403
C 1.085 -8.047 -1.023
C 2.456 -7.453 -1.304
O 0.370 -7.188 -0.139
H 1.729 -9.388 0.553
H 0.205 -9.840 -0.196
H 1.728 -10.119 -1.067
H 0.512 -8.106 -1.953
H 3.031 -7.342 -0.379
H 2.360 -6.454 -1.738
H 3.025 -8.081 -1.995
H 0.868 -7.128 0.689
C -2.720 -0.587 -7.047
C -3.601 -0.890 -5.845
C -4.560 0.255 -5.559
O -2.781 -1.119 -4.702
H -2.109 0.303 -6.868
H -2.029 -1.414 -7.234
H -3.321 -0.424 -7.946
H -4.168 -1.808 -6.027
H -4.012 1.174 -5.329
H -5.178 0.029 -4.686
H -5.215 0.444 -6.413
H -2.273 -0.310 -4.531
C 7.930 -1.121 -2.694
C 7.817 0.263 -3.315
C 9.189 0.857 -3.596
O 7.100 1.122 -2.430
H 8.461 -1.078 -1.737
H 6.937 -1.531 -2.487
H 8.461 -1.809 -3.357
H 7.245 0.203 -4.245
H 9.763 0.968 -2.671
H 9.093 1.855 -4.031
H 9.757 0.228 -4.286
H 7.598 1.182 -1.604
C -5.980 7.287 -4.361
C -6.852 6.986 -3.152
C -7.816 8.128 -2.867
O -6.024 6.769 -2.012
H -5.372 8.181 -4.191
H -5.285 6.463 -4.547
H -6.587 7.442 -5.257
H -7.415 6.065 -3.325
H -7.272 9.052 -2.646
H -8.428 7.903 -1.989
H -8.477 8.308 -3.718
H -5.521 7.579 -1.850
C 3.180 6.971 5.531
C 2.045 7.841 6.050
C 1.206 8.392 4.908
O 2.585 8.922 6.808
H 3.854 7.549 4.891
H 3.781 6.590 6.361
H 2.796 6.122 4.959
H 1.412 7.256 6.722
H 1.812 9.020 4.245
H 0.401 9.025 5.294
H 0.764 7.586 4.318
H 3.147 9.445 6.222
C 1.393 -5.209 4.597
C 0.303 -5.601 3.611
C -1.081 -5.442 4.222
O 0.491 -6.957 3.211
H 1.363 -5.847 5.487
H 2.381 -5.340 4.149
H 1.285 -4.168 4.911
H 0.381 -4.982 2.713
H -1.198 -6.088 5.098
H -1.852 -5.738 3.506
H -1.262 -4.407 4.524
H 0.424 -7.512 3.999
C -1.915 -9.386 7.239
C -0.680 -8.680 7.774
C 0.596 -9.338 7.272
O -0.698 -8.707 9.199
H -1.944 -10.429 7.571
H -2.824 -8.910 7.617
H -1.939 -9.367 6.147
H -0.696 -7.629 7.469
H 0.656 -10.379 7.605
H 1.476 -8.827 7.674
H 0.648 -9.318 6.180
H -0.684 -9.632 9.479
*
```

Summary:
ΔE to the lowest compared entry with this formula, charge and spin: 667.3 kJ/mol
HOMO energy: -8.70 eV
E_LUMO: 0.01200 Eh
frontier orbital gap: 9.03 eV

Look up the HOMO energy of the first one.
-10.36 eV

Which of these has the highest E_LUMO?
C44H96O36S4

Among the records above, which one has the lowest E_LUMO?
C44H97IO11S

Among the records above, which one has the lowest frontier orbital gap?
C44H97IO11S